DFT (wB97M-V/def2-TZVPD) results for C27H38LuN6O4 as an isolated structure in a non-equilibrium geometry.

Geometry (Å):
Lu (12.04, -5.25, 7.70)
C (11.30, -6.90, 4.88)
C (12.16, -8.10, 5.39)
C (11.78, -8.57, 6.75)
C (11.63, -9.91, 6.94)
C (11.40, -10.46, 8.15)
C (11.31, -9.62, 9.24)
C (11.46, -8.25, 9.00)
N (11.69, -7.72, 7.80)
N (11.76, -5.57, 5.27)
C (13.08, -5.35, 4.60)
C (14.30, -5.64, 5.45)
C (15.51, -5.74, 4.83)
C (16.68, -5.95, 5.56)
C (16.52, -6.08, 6.93)
C (15.29, -6.04, 7.48)
N (14.15, -5.79, 6.79)
C (10.69, -4.58, 4.89)
C (9.51, -4.69, 5.85)
C (8.20, -4.60, 5.49)
C (7.26, -4.62, 6.51)
C (7.60, -4.63, 7.83)
C (8.95, -4.86, 8.07)
N (9.89, -4.87, 7.10)
H (10.27, -7.09, 5.20)
H (11.26, -6.99, 3.84)
H (13.23, -7.84, 5.30)
H (12.05, -8.96, 4.70)
H (11.66, -10.56, 6.05)
H (11.31, -11.53, 8.30)
H (11.16, -9.99, 10.25)
H (11.43, -7.55, 9.89)
H (13.16, -4.29, 4.26)
H (13.07, -5.86, 3.64)
H (15.57, -5.58, 3.74)
H (17.62, -5.98, 5.10)
H (17.29, -6.38, 7.62)
H (15.19, -6.29, 8.54)
H (10.36, -4.65, 3.87)
H (11.03, -3.50, 5.07)
H (8.01, -4.61, 4.39)
H (6.24, -4.42, 6.18)
H (6.89, -4.44, 8.66)
H (9.32, -4.98, 9.11)
C (12.29, -4.81, 13.19)
N (11.58, -5.23, 12.00)
C (10.56, -6.24, 12.19)
C (11.93, -4.86, 10.82)
O (11.43, -5.30, 9.78)
C (13.10, -3.90, 10.71)
O (13.16, -3.64, 9.32)
C (13.82, -2.52, 8.77)
C (13.18, -2.29, 7.43)
O (12.49, -3.23, 6.90)
N (13.42, -1.14, 6.80)
C (13.09, -1.02, 5.38)
C (14.34, -0.08, 7.42)
H (12.66, -3.83, 12.99)
H (13.13, -5.51, 13.42)
H (11.49, -4.74, 13.98)
H (9.71, -5.87, 12.75)
H (11.03, -7.10, 12.76)
H (10.18, -6.60, 11.23)
H (14.03, -4.31, 11.03)
H (12.94, -2.93, 11.26)
H (14.86, -2.76, 8.76)
H (13.68, -1.65, 9.41)
H (12.49, -1.83, 4.95)
H (13.99, -1.00, 4.79)
H (12.65, -0.04, 5.15)
H (14.14, 0.76, 6.78)
H (15.37, -0.41, 7.51)
H (13.92, 0.16, 8.43)
O (14.99, -2.44, 12.84)
H (14.70, -1.50, 13.08)
H (15.84, -2.50, 13.30)

## Properties
Energy above the lowest of the compared OMol25 structures with the same formula, charge and spin ... 1.119 eV
Electronic energy ... -2916.005728 hartree
F_max ... 3.3 eV Å⁻¹
Total charge ... +3
Frontier orbital gap ... 9.513 eV